(1)
{
  "formula": "C5H7F2N3O2",
  "method": "the ωB97M-V functional and the def2-TZVPD basis",
  "charge": 0,
  "smiles": "CN(/N=C\\F)C(=O)N(C)C(=O)F",
  "e_above_lowest_kcal_mol": 0.0,
  "species": ["C", "C", "C", "C", "C", "N", "N", "N", "O", "O", "F", "F", "H", "H", "H", "H", "H", "H", "H"],
  "xyz": [[0.58, 0.70, -0.01], [-1.82, 0.43, 0.66], [-1.15, 1.92, -1.10], [2.36, -0.68, 0.94], [-0.43, -2.19, -0.43], [-0.84, 0.82, -0.18], [1.09, -0.53, 0.30], [0.58, -1.77, 0.15], [1.26, 1.67, -0.14], [-2.95, 0.69, 0.83], [-1.32, -1.51, -1.18], [-1.29, -0.43, 1.68], [-1.68, 1.49, -1.96], [-1.85, 2.64, -0.68], [-0.11, 2.27, -1.38], [3.08, -0.70, 0.17], [2.70, 0.00, 1.69], [2.35, -1.58, 1.39], [-0.55, -3.21, -0.76]],
  "nbo_charge": [0.81, 0.99, -0.43, -0.39, 0.45, -0.52, -0.27, -0.28, -0.57, -0.53, -0.35, -0.40, 0.20, 0.22, 0.26, 0.20, 0.22, 0.22, 0.17]
}

(2)
{
  "formula": "C27H35FN4P2Pt",
  "method": "the ωB97M-V functional and the def2-TZVPD basis",
  "charge": 0,
  "s_squared": 2.011,
  "e_above_lowest_kcal_mol": 40.1,
  "spin_multiplicity": 3,
  "species": ["Pt", "C", "C", "C", "C", "C", "C", "C", "C", "C", "H", "H", "H", "H", "H", "H", "H", "H", "H", "H", "H", "H", "H", "H", "H", "P", "P", "N", "N", "N", "N", "C", "C", "C", "C", "C", "C", "C", "C", "C", "C", "C", "C", "C", "C", "C", "C", "C", "C", "H", "H", "H", "H", "H", "H", "H", "H", "H", "H", "H", "H", "H", "H", "H", "H", "H", "H", "H", "H", "F"],
  "xyz": [[0.49, -0.29, 2.59], [-3.96, -2.08, 1.79], [-3.02, -2.10, 0.85], [-2.89, -1.29, -0.41], [-2.32, 0.19, -0.57], [-2.72, 1.36, 0.31], [-3.57, 1.21, 1.34], [-4.80, 0.36, 1.24], [-5.04, -1.06, 1.84], [-1.56, -0.07, 3.59], [-3.89, -2.76, 2.65], [-2.15, -2.75, 1.02], [-3.87, -1.28, -0.91], [-2.18, -1.88, -1.00], [-1.21, 0.16, -0.77], [-2.72, 0.51, -1.53], [-2.06, 2.22, 0.19], [-3.41, 1.66, 2.32], [-5.04, 0.30, 0.17], [-5.59, 0.98, 1.72], [-5.45, -1.00, 2.86], [-5.88, -1.43, 1.24], [-2.48, -0.61, 3.28], [-1.88, 0.94, 3.81], [-1.16, -0.59, 4.45], [1.13, 1.15, 1.24], [0.52, -1.87, -1.16], [0.62, 2.79, 0.72], [2.69, 1.54, 1.69], [0.37, -1.20, -2.84], [1.66, -3.18, -1.78], [1.46, 0.64, -0.46], [1.93, -0.82, -0.64], [-0.10, 3.64, 1.55], [-0.12, 4.91, 0.98], [0.62, 4.84, -0.25], [1.12, 3.55, -0.34], [3.09, 1.23, 2.98], [4.29, 1.88, 3.20], [4.73, 2.41, 1.97], [3.67, 2.28, 1.07], [-0.72, -1.28, -3.71], [-0.43, -0.58, -4.89], [0.92, -0.13, -4.79], [1.37, -0.49, -3.52], [2.25, -3.44, -3.02], [3.18, -4.47, -2.85], [3.21, -4.79, -1.45], [2.30, -3.96, -0.81], [2.37, 1.23, -0.67], [0.64, 0.89, -1.16], [2.71, -0.85, -1.44], [2.39, -1.27, 0.26], [-0.48, 3.26, 2.49], [-0.60, 5.79, 1.39], [0.78, 5.63, -0.98], [1.88, 3.18, -1.02], [2.47, 0.60, 3.60], [4.74, 2.02, 4.16], [5.69, 2.80, 1.71], [3.52, 2.75, 0.12], [-1.59, -1.87, -3.47], [-1.09, -0.40, -5.73], [1.53, 0.36, -5.54], [2.34, -0.32, -3.09], [2.00, -2.87, -3.91], [3.77, -4.92, -3.63], [3.82, -5.54, -0.97], [2.06, -3.82, 0.24], [-0.34, -2.00, 2.68]],
  "lowdin_spin": [0.89, 0.00, 0.00, 0.00, 0.00, 0.00, 0.00, 0.00, 0.00, 0.47, 0.00, 0.00, 0.00, 0.00, 0.00, 0.00, 0.00, 0.00, 0.00, 0.00, 0.00, 0.00, 0.03, 0.03, 0.03, 0.12, 0.00, 0.01, 0.04, 0.00, 0.00, 0.02, 0.01, 0.00, 0.00, 0.00, 0.00, 0.05, 0.00, 0.01, 0.00, 0.00, 0.00, 0.00, 0.00, 0.00, 0.00, 0.00, 0.00, 0.00, 0.00, 0.00, 0.01, 0.00, 0.00, 0.00, 0.00, 0.03, 0.00, 0.00, 0.00, 0.00, 0.00, 0.00, 0.00, 0.00, 0.00, 0.00, 0.00, 0.23]
}

Number 1: E -19296.971 eV, F_max 3.85 eV/A. Number 2: E -59061.589 eV, F_max 4.95 eV/A.